(1)
Formula: C16H12N4O
Source: the Open Molecules 2025 dataset
Level of theory: ωB97M-V with the def2-TZVPD basis set

Kohn-Sham gap (hartree): 0.3015
ΔE to the lowest compared entry with this formula, charge and spin (kJ/mol): 121.6
Charge: 0
Strongest force on any atom (eV/Å): 3.85
SMILES string: Cn1c(=O)c2nc(-c3ccccc3)nn2c2ccccc21
Highest occupied orbital energy (eV): -8.22
2S+1: 1
E_LUMO (eV): 0.0

Positions of all 33 atoms, in Å:
O1 -2.37 -0.22 2.43
N1 0.52 0.30 -1.05
N2 -0.99 1.36 0.36
C1 -1.60 -0.79 1.76
C2 -0.14 1.42 -0.72
C3 -0.97 0.05 0.68
C4 0.52 5.38 -2.28
C5 1.11 4.32 -2.86
C6 -0.48 5.16 -1.26
C7 2.07 -3.54 -0.27
C8 1.58 -4.39 0.77
C9 0.93 3.05 -2.33
C10 -0.72 3.87 -0.79
C11 1.58 -2.30 -0.52
C12 0.48 -3.91 1.49
C13 -0.01 2.75 -1.32
C14 0.47 -1.81 0.15
C15 -0.14 -2.65 1.23
N3 0.02 -0.54 -0.12
N4 -1.32 -2.17 1.88
C16 -2.19 -3.01 2.71
H1 0.80 6.39 -2.60
H2 1.69 4.47 -3.69
H3 -1.21 6.04 -1.08
H4 2.85 -3.93 -0.92
H5 2.08 -5.28 1.25
H6 1.52 2.31 -2.78
H7 -1.43 3.59 0.02
H8 2.07 -1.72 -1.34
H9 0.22 -4.54 2.29
H10 -2.37 -2.39 3.57
H11 -3.02 -3.48 2.21
H12 -1.56 -3.80 3.12

Here are the Mulliken charges for atoms 1 to 8, given in e: -0.549 -1.497 -0.511 0.003 0.248 0.755 -0.238 -0.699

(2)
Formula: C16H12NO6RhS3
Source: the Open Molecules 2025 dataset
Level of theory: ωB97M-V with the def2-TZVPD basis set

Kohn-Sham gap (alpha / beta) (hartree): 0.2467 / 0.2468
ΔE to the lowest compared entry with this formula, charge and spin (kJ/mol): 0.0
Charge: 0
Strongest force on any atom (eV/Å): 0.10
Highest occupied orbital energy (alpha / beta) (eV): -8.56 / -8.56
2S+1: 1
E_LUMO (alpha / beta) (eV): -1.8 / -1.8

Positions of all 39 atoms, in Å:
Rh1 0.38 -0.78 0.29
C1 -1.47 -2.58 2.46
C2 -2.19 -2.11 1.24
C3 -3.59 -2.31 1.17
C4 -4.29 -1.96 0.06
C5 -3.60 -1.45 -1.06
C6 -4.24 -1.16 -2.29
C7 -3.50 -0.73 -3.36
C8 -2.10 -0.60 -3.25
C9 -1.46 -0.87 -2.07
S1 0.28 -0.76 -1.91
C10 -2.21 -1.27 -0.94
N1 -1.54 -1.54 0.23
H1 -1.93 -3.51 2.80
H2 -1.56 -1.85 3.27
H3 -0.42 -2.74 2.29
H4 -4.08 -2.75 2.03
H5 -5.36 -2.10 0.01
H6 -5.31 -1.28 -2.36
H7 -3.98 -0.51 -4.30
H8 -1.52 -0.28 -4.11
O1 -0.90 1.50 3.16
S2 0.12 0.94 2.34
O2 -0.24 1.02 0.85
O3 0.43 -0.49 2.51
C11 1.61 1.85 2.60
C12 1.46 3.02 3.32
C13 2.56 3.81 3.62
C14 3.82 3.41 3.20
C15 3.97 2.24 2.47
C16 2.88 1.44 2.17
S3 3.27 -0.04 1.22
O4 3.10 -1.18 2.07
O5 4.56 0.20 0.65
O6 2.23 -0.01 0.11
H9 0.47 3.31 3.66
H10 2.43 4.72 4.19
H11 4.69 4.02 3.43
H12 4.94 1.93 2.12

Here are the Mulliken charges for atoms 1 to 8, given in e: 0.189 -1.618 1.141 -0.718 -0.678 1.133 -0.871 -0.585

(3)
Formula: C16H13Br4N8O9V
Source: the Open Molecules 2025 dataset
Level of theory: ωB97M-V with the def2-TZVPD basis set

Kohn-Sham gap (alpha / beta) (hartree): 0.2016 / 0.2017
ΔE to the lowest compared entry with this formula, charge and spin (kJ/mol): 31.2
Charge: 0
Strongest force on any atom (eV/Å): 1.61
<S²>: 2.02
Highest occupied orbital energy (alpha / beta) (eV): -7.38 / -7.36
2S+1: 3
E_LUMO (alpha / beta) (eV): -1.9 / -1.9

Positions of all 51 atoms, in Å:
V1 0.24 -0.74 0.95
Br1 -3.77 -5.75 3.41
C1 -2.46 -4.40 3.25
C2 -1.68 -4.03 4.34
Br2 -1.91 -4.88 6.01
C3 -0.71 -3.03 4.20
Br3 0.41 -2.50 5.61
C4 -0.54 -2.40 2.98
O1 0.35 -1.45 2.73
C5 -1.34 -2.76 1.88
O2 -1.07 -2.11 0.75
C6 -2.29 -3.77 2.01
Br4 -3.29 -4.21 0.48
C7 1.46 -1.16 -4.48
N1 0.64 -0.58 -3.43
C8 -0.65 -0.01 -3.80
C9 0.93 -0.71 -2.11
N2 0.09 -0.53 -1.15
N3 2.25 -1.05 -1.84
C10 2.77 -1.48 -0.64
N4 4.09 -1.80 -0.69
N5 2.04 -1.62 0.41
H1 0.83 -1.41 -5.32
H2 1.93 -2.09 -4.14
H3 2.24 -0.47 -4.82
H4 -0.59 0.32 -4.84
H5 -0.86 0.87 -3.19
H6 -1.46 -0.72 -3.69
H7 -0.87 -0.45 -1.45
H8 2.92 -0.81 -2.55
H9 4.64 -1.58 -1.50
H10 4.59 -1.87 0.18
H11 2.54 -1.99 1.21
O3 -1.13 6.82 -0.33
N6 -0.18 6.06 -0.33
O4 0.94 6.37 -0.68
C11 -0.41 4.68 0.10
C12 0.66 3.81 0.12
C13 0.41 2.52 0.54
C14 -0.88 1.99 0.88
O5 -1.09 0.75 1.03
C15 -1.90 2.99 0.87
C16 -1.68 4.28 0.47
N7 -3.27 2.63 1.26
O6 -4.17 3.29 0.78
O7 -3.41 1.74 2.07
N8 1.53 1.62 0.66
O8 1.52 0.83 1.63
O9 2.45 1.68 -0.14
H12 1.65 4.13 -0.15
H13 -2.50 4.98 0.45

Here are the Mulliken charges for atoms 1 to 8, given in e: -0.456 -0.177 0.246 0.200 -0.172 -0.353 -0.125 0.781

(4)
Formula: C16H13Cl2LaO3PTb
Source: the Open Molecules 2025 dataset
Level of theory: ωB97M-V with the def2-TZVPD basis set

Kohn-Sham gap (alpha / beta) (hartree): 0.1075 / 0.1076
Charge: +4
Strongest force on any atom (eV/Å): 12.44
<S²>: 12.70
Highest occupied orbital energy (alpha / beta) (eV): -18.69 / -18.69
2S+1: 7
E_LUMO (alpha / beta) (eV): -15.8 / -15.8

Positions of all 37 atoms, in Å:
La1 -1.72 -0.41 -3.71
Tb1 -0.62 0.17 0.45
Cl1 -1.13 -1.80 -1.38
Cl2 -1.23 1.54 -1.72
C1 1.22 1.69 0.99
C2 -0.15 -2.11 -4.35
C3 -0.05 0.71 -4.81
O1 1.85 2.62 1.27
O2 0.54 -3.02 -4.59
O3 0.72 1.40 -5.36
C4 1.66 -1.72 2.72
P1 -0.15 -1.75 2.41
C5 -0.70 -3.12 3.46
C6 -1.09 -2.92 4.80
C7 -1.21 -4.03 5.64
C8 -1.03 -5.32 5.12
C9 -0.75 -5.52 3.76
C10 -0.64 -4.42 2.91
C11 -0.80 -0.15 3.17
C12 0.06 0.83 3.72
C13 -0.47 2.00 4.27
C14 -1.84 2.22 4.26
C15 -2.70 1.31 3.66
C16 -2.20 0.15 3.06
H1 2.08 -2.64 2.26
H2 1.91 -1.72 3.80
H3 2.14 -0.85 2.22
H4 -1.28 -1.91 5.18
H5 -1.44 -3.89 6.69
H6 -1.12 -6.18 5.77
H7 -0.62 -6.52 3.36
H8 -0.48 -4.55 1.84
H9 1.14 0.67 3.71
H10 0.22 2.74 4.71
H11 -2.24 3.13 4.73
H12 -3.78 1.51 3.65
H13 -2.89 -0.57 2.60

Here are the Mulliken charges for atoms 1 to 8, given in e: 1.942 1.289 -0.375 -0.442 0.145 0.148 0.144 0.002

(5)
Formula: C16H13ClFeO5S
Source: the Open Molecules 2025 dataset
Level of theory: ωB97M-V with the def2-TZVPD basis set

Kohn-Sham gap (alpha / beta) (hartree): 0.2353 / 0.2409
ΔE to the lowest compared entry with this formula, charge and spin (kJ/mol): 0.0
Charge: 0
Strongest force on any atom (eV/Å): 5.30
<S²>: 6.09
Highest occupied orbital energy (alpha / beta) (eV): -6.07 / -8.70
2S+1: 5
E_LUMO (alpha / beta) (eV): 0.3 / -2.1

Positions of all 37 atoms, in Å:
O1 -3.68 1.18 -0.74
C1 -2.57 0.91 -0.50
Fe1 -1.19 0.44 0.47
C2 -1.50 1.52 1.83
O2 -2.12 2.14 2.60
C3 -1.99 -0.92 1.24
O3 -2.87 -1.48 1.78
C4 1.23 2.26 -1.18
C5 0.51 1.31 -2.08
C6 -0.12 0.11 -1.37
C7 0.53 -0.37 -0.20
C8 1.02 0.65 0.67
C9 1.40 1.93 0.13
H1 1.50 3.23 -1.63
H2 -0.24 1.83 -2.70
H3 1.24 0.89 -2.81
H4 -0.66 -0.58 -2.04
H5 0.55 -1.44 0.06
H6 1.39 0.37 1.67
H7 1.92 2.60 0.82
Cl1 4.35 2.60 -0.49
C10 3.50 3.43 -1.68
S1 4.18 3.52 -3.30
C11 5.02 5.11 -3.44
C12 4.35 6.22 -3.95
C13 5.00 7.46 -4.01
C14 6.31 7.58 -3.53
C15 6.98 6.46 -3.03
C16 6.34 5.22 -3.00
O4 5.20 2.52 -3.50
O5 3.05 3.61 -4.19
H8 3.20 4.42 -1.34
H9 3.34 6.11 -4.33
H10 4.48 8.31 -4.43
H11 6.81 8.55 -3.54
H12 8.01 6.54 -2.68
H13 6.86 4.33 -2.64

Here are the Mulliken charges for atoms 1 to 8, given in e: -0.364 0.224 0.121 0.305 -0.335 0.151 -0.340 -0.983

(6)
Formula: C16H13N2O6V
Source: the Open Molecules 2025 dataset
Level of theory: ωB97M-V with the def2-TZVPD basis set

Kohn-Sham gap (alpha / beta) (hartree): 0.2472 / 0.2083
Charge: +2
Strongest force on any atom (eV/Å): 9.10
<S²>: 2.23
Highest occupied orbital energy (alpha / beta) (eV): -15.64 / -15.56
2S+1: 3
E_LUMO (alpha / beta) (eV): -8.9 / -9.9

Positions of all 38 atoms, in Å:
O1 0.80 1.22 -7.02
C1 0.68 0.49 -6.14
V1 -1.14 -0.91 -3.15
O2 -1.32 1.67 -4.74
C2 -1.24 0.68 -4.11
C3 -2.47 -0.76 -1.86
O3 -3.35 -0.67 -1.08
C4 0.71 -1.27 -2.40
O4 1.07 -1.59 -1.28
C5 -1.62 -2.39 -4.20
O5 -1.95 -3.37 -4.74
H1 1.49 -1.08 -3.25
C6 1.43 0.33 3.10
N1 1.39 0.86 1.76
N2 0.49 0.41 0.87
C7 0.58 1.16 -0.31
O6 -0.24 1.05 -1.22
C8 1.77 1.95 -0.12
C9 2.22 1.74 1.17
C10 3.34 2.34 1.93
C11 -0.63 -0.33 1.31
C12 -1.75 0.37 1.72
C13 -2.79 -0.36 2.29
C14 -2.70 -1.75 2.38
C15 -1.59 -2.43 1.89
C16 -0.52 -1.72 1.36
H2 0.52 0.56 3.66
H3 2.27 0.76 3.63
H4 1.56 -0.76 3.10
H5 2.15 2.61 -0.87
H6 2.99 2.93 2.79
H7 4.04 1.58 2.31
H8 3.91 3.01 1.26
H9 -1.76 1.46 1.62
H10 -3.66 0.18 2.66
H11 -3.54 -2.31 2.79
H12 -1.52 -3.51 1.93
H13 0.37 -2.18 0.95

Here are the Mulliken charges for atoms 1 to 8, given in e: -0.140 0.113 0.193 -0.205 0.419 0.475 -0.236 0.011

(7)
Formula: C16H14BCdCl5N6
Source: the Open Molecules 2025 dataset
Level of theory: ωB97M-V with the def2-TZVPD basis set

Kohn-Sham gap (hartree): 0.2384
ΔE to the lowest compared entry with this formula, charge and spin (kJ/mol): 469.4
Charge: 0
Strongest force on any atom (eV/Å): 6.04
Highest occupied orbital energy (eV): -6.66
2S+1: 1
E_LUMO (eV): -0.2

Positions of all 43 atoms, in Å:
H1 -0.06 3.05 1.58
N1 -0.12 1.73 -0.11
B1 0.59 0.63 -2.44
N2 0.45 1.81 -1.39
C1 0.93 3.06 -1.55
Cd1 -0.64 -0.96 0.29
H2 1.35 3.37 -2.50
C2 0.74 3.76 -0.37
H3 0.95 4.82 -0.19
C3 0.20 2.90 0.55
H4 0.97 1.06 -3.49
C4 -0.68 -3.06 0.46
H5 -1.17 -3.34 1.39
H6 0.28 -3.56 0.47
H7 -1.26 -3.45 -0.37
N3 -0.82 -0.01 -2.56
N4 1.63 -0.46 -2.00
N5 -1.47 -0.53 -1.43
N6 1.39 -1.22 -0.88
C5 -1.62 -0.09 -3.65
C6 2.75 -0.90 -2.61
H8 -1.26 0.25 -4.62
H9 3.10 -0.43 -3.54
C7 -2.84 -0.61 -3.20
C8 3.24 -1.97 -1.88
C9 -2.72 -0.85 -1.84
C10 2.38 -2.13 -0.79
H10 -3.72 -0.80 -3.80
H11 4.12 -2.57 -2.09
H12 -3.40 -1.26 -1.11
H13 2.44 -2.88 0.01
H14 -1.12 1.64 0.51
Cl1 1.77 -1.73 2.60
C11 0.49 -0.73 3.20
C12 -0.54 -0.32 2.36
C13 -1.42 0.62 2.79
Cl2 -2.34 1.38 1.62
C14 -1.48 1.04 4.13
Cl3 -2.68 2.14 4.70
C15 -0.45 0.58 5.01
Cl4 -0.40 1.07 6.65
C16 0.56 -0.29 4.54
Cl5 1.91 -0.77 5.51

Here are the Mulliken charges for atoms 1 to 8, given in e: 0.466 0.267 0.244 -0.157 -0.061 0.142 0.472 -1.060